(1)
The following is a DFT calculation (the ωB97M-V functional and the def2-TZVPD basis) of a molecular structure, C34H48As2N3O3RhTe at a distorted geometry.

XYZ file:
```
92
C34H48As2N3O3RhTe the ωB97M-V functional and the def2-TZVPD basis
Rh 0.02180 0.04950 -0.04110
C 3.69390 -0.98800 -0.94870
As 2.49580 0.07540 0.16870
C 3.55190 1.71440 0.12150
C 2.93440 -0.60900 1.95210
C 4.21910 -1.06030 2.22830
C 4.52440 -1.67090 3.43100
C 3.53740 -1.82960 4.38880
C 2.26700 -1.33520 4.15130
C 1.95720 -0.71330 2.94710
As 0.19910 0.08320 2.62730
C -0.85410 -0.32160 4.25860
C 0.62040 1.94390 3.07830
H 4.73510 -0.84770 -0.65420
H 3.59110 -0.65200 -1.98250
H 3.44090 -2.04650 -0.89780
H 4.59030 1.49610 0.38370
H 3.15350 2.46460 0.80090
H 3.49950 2.11250 -0.89480
H 4.99840 -0.93260 1.48690
H 5.52760 -2.02620 3.61740
H 3.75790 -2.32770 5.32260
H 1.49980 -1.44130 4.90860
H -0.37460 0.10490 5.14210
H -1.01230 -1.39280 4.39530
H -1.83020 0.15480 4.12720
H 1.06730 1.99990 4.07220
H -0.29650 2.53690 3.06760
H 1.31550 2.36930 2.35070
C -3.92910 1.59640 0.03840
C -2.44990 1.44320 -0.05420
N -1.92250 0.17560 -0.11940
O -2.78910 -0.85310 0.21360
C -1.49610 2.43720 -0.06730
C -1.72990 3.90360 -0.12150
N -0.17910 1.98740 -0.02330
O 0.79490 2.75990 -0.31450
H -4.29960 1.07960 0.92380
H -4.40650 1.12850 -0.82240
H -4.21710 2.64030 0.08310
H -2.28660 -1.66990 0.03170
H -2.78650 4.14840 -0.14890
H -1.24200 4.31630 -1.00580
H -1.26750 4.38540 0.74090
C 0.58630 -1.55080 -2.62870
C 0.76490 -2.32620 -1.32340
O 1.65080 -3.16640 -1.19110
N -0.10050 -2.02730 -0.35230
Te -0.31690 -3.78120 0.93030
C -0.89150 -5.56880 2.23790
C -0.04960 -5.93270 3.27650
C 1.10010 -5.09670 3.75650
C -0.28000 -7.15110 3.91330
C -1.34370 -7.96520 3.56310
C -1.58230 -9.27730 4.24270
C -2.21680 -7.51980 2.57770
C -2.01740 -6.31780 1.91640
C -3.01760 -5.86630 0.89960
C -0.13630 -5.05610 -0.77020
C -0.95900 -4.89010 -1.87880
C -2.17260 -4.00750 -1.87740
C -0.63810 -5.56860 -3.05160
C 0.48370 -6.37310 -3.14260
C 0.88160 -7.02670 -4.42910
C 1.27020 -6.54060 -2.00800
C 0.98180 -5.89350 -0.82130
C 1.88440 -6.04630 0.35920
H 1.55790 -1.20080 -2.97640
H -0.09910 -0.70270 -2.49170
H 0.18310 -2.22810 -3.37930
H 1.15540 -4.14380 3.22440
H 2.04130 -5.62970 3.62320
H 0.98440 -4.89480 4.82140
H 0.39740 -7.45550 4.69960
H -0.81260 -9.48520 4.98070
H -1.59240 -10.08280 3.50980
H -2.55050 -9.27200 4.74110
H -3.07950 -8.11940 2.31990
H -3.94110 -6.43210 1.00380
H -2.63660 -6.02700 -0.10800
H -3.24480 -4.80640 1.03320
H -2.40080 -3.65870 -0.86630
H -3.03230 -4.55530 -2.26060
H -2.02340 -3.14280 -2.52300
H -1.26940 -5.43050 -3.91880
H 0.16730 -6.81220 -5.22010
H 0.95400 -8.10590 -4.30120
H 1.86230 -6.66670 -4.74050
H 2.15770 -7.15460 -2.07100
H 2.80520 -6.55240 0.07970
H 1.39430 -6.62510 1.14250
H 2.14060 -5.05680 0.75010
```

Computed properties:
* net charge: +1
* expectation value of S²: 0.90
* 2S+1: 2
* DFT total energy: -178616.387 eV

(2)
The following is a DFT calculation (the ωB97M-V functional and the def2-TZVPD basis) of a molecular structure, C11H28F3LiN3O10S at a distorted geometry.

XYZ file:
```
57
C11H28F3LiN3O10S the ωB97M-V functional and the def2-TZVPD basis
Li 0.21819 0.19708 -0.04185
N -0.11595 -2.85389 -0.07330
O -0.29712 -1.69555 0.24228
O 0.76859 -3.09727 -0.88276
O -0.81599 -3.85242 0.33919
C 4.96713 0.24273 -0.38777
F 5.08227 1.55808 -0.51364
F 6.10686 -0.24556 -0.93838
F 4.90373 -0.15456 0.86802
S 3.35416 -0.38810 -1.38841
O 3.37929 0.36260 -2.66187
O 3.66448 -1.80604 -1.61155
O 2.10514 -0.19099 -0.58966
C 0.07272 -0.09493 -3.01442
C -1.09837 0.73780 -2.67507
C -2.37459 -0.15666 -2.84009
O -2.44041 -0.69146 -4.14635
C -3.77606 -1.05275 -4.52360
N -1.02717 1.24244 -1.32224
H 0.09030 -0.44314 -4.04715
H 0.21213 -0.93605 -2.33532
H 0.94692 0.55569 -2.99025
H -1.19506 1.49786 -3.45035
H -3.18753 0.53813 -2.62917
H -2.39801 -0.98473 -2.13168
H -4.43698 -0.18660 -4.49077
H -4.21703 -1.86261 -3.94241
H -3.72280 -1.56176 -5.48598
H -0.57810 2.14597 -1.36762
H -1.99821 1.40414 -1.09630
C 1.30116 -0.22253 3.34984
C 1.21573 1.26940 2.83122
C 2.57789 1.85559 2.47610
O 2.54730 3.30050 2.42573
C 3.66750 3.90028 1.88120
N 0.09221 1.25287 1.81524
H 1.95984 -0.82975 2.72893
H 0.33077 -0.71585 3.40522
H 1.55635 -0.29496 4.40706
H 0.79755 1.91686 3.60195
H 2.98465 1.47728 1.53827
H 3.31532 1.60024 3.23708
H 4.50930 3.66750 2.53332
H 3.56429 4.98463 1.92153
H 3.76595 3.56608 0.84838
H -0.83090 1.19084 2.22034
H 0.05460 2.15996 1.37266
C -4.43158 -2.21086 1.64773
C -3.39362 -1.29051 2.34717
O -2.54808 -0.54684 1.47373
O -3.73230 -2.81091 0.56840
H -5.24531 -1.58020 1.28967
H -4.84601 -2.83774 2.43728
H -2.68147 -1.91830 2.88274
H -3.80569 -0.68258 3.15260
H -1.99301 -1.14001 0.96222
H -2.92499 -3.28844 0.77287
```

Computed properties:
* net charge: 0
* expectation value of S²: 0.76
* 2S+1: 2
* DFT total energy: -55992.716 eV